No. 1
The following is a quantum chemistry calculation of a 2-piece molecular cluster, C5H15N2O overall in a non-equilibrium geometry, from the OMol25 dataset.

Calculated values
LUMO energy ... -0.095 hartree
Total charge ... +1
Relative energy (zero: lowest compared OMol25 entry of this formula, charge and spin) ... 8.3 kcal per mole
HOMO-LUMO gap ... 10.98 eV

The geometry in XYZ format:
```
23
Properties=species:S:1:pos:R:3:forces:R:3
C 0.767 -2.112 1.342 0.20 0.40 -1.38
N 1.553 -2.840 0.529 -0.35 -1.92 1.33
C 1.963 -2.553 -0.818 -0.35 1.11 -0.93
O 0.396 -0.985 1.015 -0.23 0.28 0.36
H 0.463 -2.592 2.289 0.24 0.11 -0.29
H 1.613 -3.827 0.787 0.19 0.58 0.04
H 2.450 -1.565 -0.863 -0.13 -0.40 0.03
H 1.097 -2.531 -1.517 0.42 -0.03 0.41
H 2.666 -3.303 -1.185 -0.11 0.08 0.30
C -2.530 1.450 0.843 0.20 -0.64 -0.09
C -1.310 2.180 0.288 -0.62 0.44 0.93
N -0.534 1.173 -0.514 0.21 0.37 0.96
C 0.726 1.686 -1.152 -0.39 -0.12 1.65
H -2.204 0.585 1.440 -0.19 0.17 -0.24
H -3.202 2.019 1.457 0.19 0.73 0.44
H -3.186 1.128 0.043 0.04 -0.39 -0.36
H -1.625 3.051 -0.322 0.56 -0.58 0.14
H -0.677 2.506 1.142 -0.16 -0.08 -0.82
H -1.137 0.803 -1.219 -0.61 -0.33 -0.57
H -0.343 0.383 0.164 0.35 0.24 -0.76
H 0.597 2.732 -1.394 0.03 0.02 -0.27
H 0.979 1.059 -1.967 0.13 -0.35 -0.94
H 1.478 1.554 -0.387 0.39 0.28 0.05
```
Forces are in eV/Å.

=====

No. 2
The following is a quantum chemistry calculation of a 2-piece molecular cluster, C5H15N2O overall in a non-equilibrium geometry, from the OMol25 dataset.

Calculated values
LUMO energy (alpha / beta) ... -0.111 / -0.161 hartree
Total charge ... +1
Relative energy (zero: lowest compared OMol25 entry of this formula, charge and spin) ... 143.4 kcal per mole
HOMO-LUMO gap (alpha / beta) ... 9.52 / 5.53 eV

The geometry in XYZ format:
```
23
Properties=species:S:1:pos:R:3:forces:R:3
C 3.685 0.336 0.498 3.16 0.42 -1.20
C -1.206 1.229 0.773 -0.66 1.35 3.28
C -1.885 -1.530 0.202 -3.62 2.70 3.42
C 2.352 0.031 0.100 1.37 1.07 1.20
C -1.273 0.787 -0.592 -2.55 0.13 -0.68
N -2.516 1.058 -1.186 1.73 -1.39 -3.48
N -0.974 -0.688 -0.581 -1.75 -0.46 -1.84
O 2.021 -1.061 -0.505 -2.29 -3.71 -2.38
H 4.134 0.779 -0.465 0.09 -0.02 1.46
H 4.379 -0.573 0.643 -1.14 1.13 0.33
H 3.721 1.078 1.339 0.23 -0.83 -0.92
H -0.323 0.859 1.244 0.77 -0.18 0.52
H -2.062 0.805 1.388 0.71 0.24 -0.73
H -1.252 2.315 1.061 0.13 -0.84 -1.12
H -2.104 -2.444 -0.231 0.07 -1.77 -1.19
H -1.674 -1.734 1.329 0.15 0.86 -2.19
H -2.889 -0.880 0.104 1.87 -1.84 0.65
H 1.599 0.488 0.634 -1.90 0.81 0.93
H -2.821 2.023 -1.145 0.12 0.01 0.14
H -2.393 0.764 -2.227 -1.03 0.91 2.08
H -0.991 -1.209 -1.492 0.89 1.41 0.54
H -0.101 -0.595 -0.183 3.18 -1.16 0.55
H 2.576 -1.839 -0.708 0.46 1.16 0.62
```
Forces are in eV/Å.

=====

No. 3
The following is a quantum chemistry calculation of a 2-piece molecular cluster, C5H15N2O overall in a non-equilibrium geometry, from the OMol25 dataset.

Calculated values
LUMO energy ... -0.103 hartree
Total charge ... +1
Relative energy (zero: lowest compared OMol25 entry of this formula, charge and spin) ... 73.1 kcal per mole
HOMO-LUMO gap ... 11.54 eV

The geometry in XYZ format:
```
23
Properties=species:S:1:pos:R:3:forces:R:3
C 0.843 2.218 0.525 -3.02 1.78 1.84
C -1.757 0.820 1.389 -3.41 0.99 -0.37
C -1.027 -0.613 -1.914 1.08 1.20 -2.23
C 0.570 -2.412 -0.805 2.49 -4.56 1.07
C 0.575 1.013 1.432 -0.29 0.66 -0.47
N -0.657 0.419 0.982 0.79 0.14 0.46
N 0.065 -1.104 -1.045 -2.19 1.44 2.48
O 1.526 0.022 1.202 1.68 -0.83 1.77
H 0.641 3.236 1.024 0.46 -1.65 -0.57
H 1.790 2.157 0.182 3.28 0.11 -0.88
H 0.198 2.209 -0.342 -0.31 -0.15 -0.26
H 1.566 -2.327 -0.084 -2.81 0.01 -1.81
H -2.619 0.390 0.823 0.34 0.25 0.91
H -2.053 1.674 2.102 1.10 -1.34 -0.74
H -0.705 -0.871 -2.956 -0.89 -0.07 0.70
H -1.992 -1.040 -1.643 0.18 0.23 -0.06
H -0.984 0.576 -1.941 -0.34 -2.64 0.62
H -0.108 -3.173 -0.333 0.30 1.22 -0.28
H 0.960 -2.962 -1.738 -0.68 1.22 1.05
H 0.887 -0.730 -1.338 2.70 2.45 -1.33
H 0.511 1.262 2.479 0.08 0.26 0.41
H -0.161 -0.531 -0.077 -0.04 -0.98 -0.77
H 1.928 -0.233 2.079 -0.50 0.26 -1.55
```
Forces are in eV/Å.

=====

No. 4
The following is a quantum chemistry calculation of a 2-piece molecular cluster, C5H15N2O overall in a non-equilibrium geometry, from the OMol25 dataset.

Calculated values
LUMO energy ... -0.122 hartree
Total charge ... +1
Relative energy (zero: lowest compared OMol25 entry of this formula, charge and spin) ... 107.8 kcal per mole
HOMO-LUMO gap ... 10.31 eV

The geometry in XYZ format:
```
23
Properties=species:S:1:pos:R:3:forces:R:3
C 1.181 1.436 1.349 0.00 3.02 -1.83
C -0.243 0.907 -1.628 -1.68 0.76 0.55
C -0.232 -1.394 -1.770 -3.41 -3.49 5.22
C -0.284 1.030 1.221 0.91 0.89 0.69
C -0.481 -0.259 0.432 0.94 -1.60 3.47
N 0.637 -1.893 1.067 -1.47 3.26 -3.19
N 0.158 -0.254 -0.914 -0.99 -2.39 -0.17
O -1.821 -0.576 0.487 1.35 -1.10 -1.99
H 1.667 1.519 0.349 -0.21 -0.54 0.41
H 1.325 2.538 1.643 -0.49 -1.78 0.30
H 1.741 0.782 1.939 0.91 -0.84 1.07
H 0.090 0.876 -2.614 0.92 0.30 -1.49
H -1.330 0.741 -1.663 0.19 0.92 -0.09
H 0.028 1.742 -1.032 0.17 1.14 -0.31
H -1.263 -1.292 -1.991 -0.83 0.31 -0.99
H 0.415 -1.497 -2.536 1.93 -0.39 -2.51
H -0.289 -2.312 -1.004 0.85 1.70 -2.09
H -0.827 1.932 0.785 0.16 -1.52 0.38
H -0.671 0.864 2.256 0.03 0.04 -0.87
H -0.066 -2.307 1.601 -1.24 -0.88 1.32
H 1.428 -1.667 1.632 0.36 0.67 0.75
H 1.114 -0.579 -0.916 1.03 1.28 1.42
H -2.276 -0.335 1.307 0.59 0.25 -0.03
```
Forces are in eV/Å.

=====

No. 5
The following is a quantum chemistry calculation of a 2-piece molecular cluster, C5H15N2O overall in a non-equilibrium geometry, from the OMol25 dataset.

Calculated values
LUMO energy ... -0.280 hartree
Total charge ... +1
Relative energy (zero: lowest compared OMol25 entry of this formula, charge and spin) ... 160.4 kcal per mole
HOMO-LUMO gap ... 5.64 eV

The geometry in XYZ format:
```
23
Properties=species:S:1:pos:R:3:forces:R:3
C -1.110 0.248 -0.830 0.37 4.88 -0.84
N -0.085 1.537 -0.162 1.70 -1.88 -0.96
C 1.056 1.023 0.517 1.08 -1.75 0.48
C 1.980 0.273 -0.461 -0.54 0.70 -0.47
C 2.886 -0.785 0.133 -0.80 -0.26 0.00
O 3.671 -0.148 1.093 0.05 0.73 0.45
C -0.866 -1.098 -0.934 0.13 -0.66 1.14
N -4.489 -0.225 0.887 1.19 0.98 -1.00
H -1.092 0.821 -1.747 -0.61 -0.75 -0.52
H -1.922 0.635 -0.187 -0.22 -0.68 0.37
H -0.345 2.491 0.079 -1.52 -0.56 0.44
H 0.802 0.230 1.236 -0.20 0.55 0.50
H 1.630 1.763 1.075 -0.45 0.40 0.07
H 2.573 0.977 -1.040 -0.12 0.21 -0.11
H 1.266 -0.178 -1.172 0.41 -0.43 -0.35
H 2.209 -1.547 0.548 0.37 -0.21 0.25
H 3.480 -1.236 -0.661 0.06 -0.12 -0.06
H 4.292 -0.704 1.570 -0.10 -0.36 -0.25
H -0.953 -1.762 -0.081 0.43 0.04 0.17
H -0.723 -1.579 -1.892 -0.12 0.15 -0.20
H -4.251 -0.406 -0.088 -0.27 -0.89 0.41
H -5.011 0.629 0.773 -0.54 0.04 0.74
H -4.999 -0.959 1.345 -0.32 -0.10 -0.28
```
Forces are in eV/Å.

=====

No. 6
The following is a quantum chemistry calculation of a 2-piece molecular cluster, C5H15N2O2 overall in a non-equilibrium geometry, from the OMol25 dataset.

Calculated values
LUMO energy ... -0.101 hartree
Total charge ... +1
Relative energy (zero: lowest compared OMol25 entry of this formula, charge and spin) ... 60.8 kcal per mole
HOMO-LUMO gap ... 11.31 eV

The geometry in XYZ format:
```
24
Properties=species:S:1:pos:R:3:forces:R:3
C -1.286 0.438 1.640 -0.70 -1.27 -0.15
C -0.919 -0.549 0.523 -1.02 0.16 0.49
C -1.069 0.196 -0.833 1.86 -1.83 -3.52
C -0.123 1.436 -1.125 -3.83 1.87 -0.72
C 1.279 1.426 -0.571 -1.09 2.88 0.36
N 1.802 2.686 -0.420 2.94 2.78 -0.30
O 1.773 0.420 -0.124 1.75 0.18 -0.59
N 0.442 -1.218 0.836 -0.62 0.43 0.01
H -2.296 0.444 2.059 -0.22 -0.03 -1.11
H -0.956 1.358 1.306 -0.09 2.34 -0.70
H -0.770 0.386 2.535 1.68 -1.00 1.88
H -1.533 -1.460 0.571 -0.33 0.58 -0.41
H -0.627 -0.540 -1.576 -0.72 0.28 0.60
H -2.125 0.388 -1.348 2.00 -0.38 2.08
H -0.137 1.694 -2.242 0.28 -0.90 1.33
H -0.842 2.309 -0.790 2.25 -0.97 -0.03
H 2.816 2.948 -0.096 -2.44 -1.91 -0.52
H 1.537 3.591 -0.915 -0.64 -2.35 0.62
H 1.212 -0.566 1.019 -0.27 0.08 -0.62
H 0.264 -1.629 1.715 -0.34 -1.28 1.13
H 0.752 -1.954 0.168 -0.49 0.38 0.30
H 0.782 -4.433 -0.651 -0.48 0.94 1.96
H -0.126 -3.673 -1.342 -0.39 0.90 2.57
O 0.152 -3.701 -0.341 0.91 -1.89 -4.68
```
Forces are in eV/Å.

=====

The lowest relative energy (zero: lowest compared OMol25 entry of this formula, charge and spin) belongs to which entry? number 1